The molecule C3H2N2O3 in a non-equilibrium geometry. Source: the Open Molecules 2025 dataset; level of theory: ωB97M-V/def2-TZVPD.

Last column: Löwdin charge in e.
Cartesian coordinates (Å):
O  -0.2612  2.0944  1.2972  0.200
O  -0.5974  0.8575  -1.5911  0.006
O  -0.6603  -0.8704  2.1090  0.136
N  0.0217  -1.1457  -0.0233  0.161
N  0.5297  1.0567  -0.6408  0.007
C  0.4114  -0.2697  -1.0759  -0.184
C  -0.2468  -0.3817  1.1008  -0.358
C  0.0344  1.1351  0.6725  -0.309
H  1.1341  -0.3980  -1.9229  0.174
H  -0.3657  -2.0784  0.0745  0.168

Properties
SMILES ... O=C1N[C@H]2ON2C1=O
ΔE to the lowest compared entry with this formula, charge and spin ... 4.473 eV
Gap between HOMO and LUMO ... 9.418 eV
LUMO ... -0.73 eV